Record 1
C9H4Br2ClNO5PtSe2Te2 | ωB97M-V/def2-TZVPD

XYZ file:
```
27
Properties=species:S:1:pos:R:3
Pt -0.9210 0.0000 -1.4394
Br 4.0868 0.0000 -1.7482
C 3.0235 0.0000 -0.2135
C 3.5552 0.0000 1.0504
C 2.7213 0.0000 2.1808
Br 3.5582 0.0000 3.8616
C 1.3101 0.0000 2.1051
C 0.4006 0.0000 3.1670
C -0.9781 0.0000 2.8703
C -1.4294 0.0000 1.5819
N -0.5602 0.0000 0.5344
C 0.7858 0.0000 0.7823
C 1.6085 0.0000 -0.3638
O 1.0414 0.0000 -1.5436
H 4.6257 0.0000 1.1960
H 0.7425 0.0000 4.1904
H -1.6978 0.0000 3.6759
H -2.4753 0.0000 1.3090
O -1.8911 -1.1865 -4.1247
Cl -1.1309 0.0000 -3.7538
O -1.8911 1.1865 -4.1247
O 0.1622 0.0000 -4.3645
O -3.0557 0.0000 -1.4767
Se -1.9670 2.8987 -0.8886
Te -3.8285 1.8719 -1.7875
Te -3.8285 -1.8718 -1.7875
Se -1.9671 -2.8987 -0.8886
```

The multiplicity is 5. As for the electronic energy: -322248.073 eV. As for the expectation value of S²: 6.04.

=====

Record 2
C4H15NO3 | ωB97M-V/def2-TZVPD

XYZ file:
```
23
Properties=species:S:1:pos:R:3
C 0.8028 0.7714 -1.4806
C 0.8463 1.5806 -0.4315
C -0.0828 1.6134 0.7342
N -1.2433 0.7512 0.6479
C -1.0160 -0.5294 1.3556
H 1.3408 0.9175 -2.4067
H -0.0260 0.0822 -1.5614
H 1.5569 2.4043 -0.4591
H -0.4623 2.6341 0.8746
H 0.5170 1.4746 1.6460
H -2.1500 1.1577 0.7890
H -0.0200 -0.8843 1.1669
H -1.7616 -1.1753 0.8886
H -1.2668 -0.4749 2.4202
O 0.2087 -2.7979 -0.0833
H 0.6580 -2.0657 -0.5176
H 0.6385 -2.8598 0.7764
O -2.6855 -0.6586 -1.7219
H -1.8908 -0.2451 -1.3807
H -2.6414 -1.4089 -2.3086
O 2.8579 -0.4801 0.4523
H 3.3366 0.2118 0.9193
H 2.4831 -0.0186 -0.3196
```

The structure (SMILES) is C=CCNC.O.O.O. The multiplicity is 1. As for the electronic energy: -12022.338 eV.

=====

Record 3
C5H8N2 | ωB97M-V/def2-TZVPD

XYZ file:
```
15
Properties=species:S:1:pos:R:3
C 1.8064 -0.5196 -0.8129
N 0.6175 0.0407 -0.6094
C -0.1985 0.8300 -1.3152
C -1.2048 1.3431 -0.4197
C -1.0754 0.8028 0.8112
C 0.0006 -0.2378 0.7441
N -0.5113 -1.5886 0.7958
H 2.1618 -0.7423 -1.8055
H 2.5110 -0.3681 -0.0069
H 0.8716 -0.1707 1.4067
H 0.1150 1.2282 -2.2707
H -1.8987 2.1320 -0.6970
H -1.6704 1.0012 1.6918
H -0.0223 -2.1481 1.4820
H -1.5027 -1.6029 1.0056
```

The multiplicity is 1. As for the electronic energy: -8291.885 eV.

=====

Record 4
C30H67N8O9Si | ωB97M-V/def2-TZVPD

XYZ file:
```
115
Properties=species:S:1:pos:R:3
C 0.7159 1.6617 -0.1922
C 0.1233 1.3405 -1.5474
O -1.1988 1.8781 -1.5811
C -2.1041 1.2702 -2.4794
C -1.6417 1.1967 -3.9160
C -0.9710 2.4550 -4.4760
O -1.9173 3.2615 -5.1583
Si -1.8632 4.9180 -5.0287
C -0.5422 5.6983 -6.0819
C -3.5224 5.5863 -5.5481
C -1.5665 5.4443 -3.2471
C -2.5298 -0.0636 -1.8474
N -3.2925 0.4178 -0.6666
C -3.4713 1.7333 -0.8430
N -3.7205 2.5734 0.1187
C -3.8679 4.0195 -0.0284
C -2.6289 4.7313 0.4870
O -2.8839 6.1127 0.3879
N -3.3470 2.0837 -2.2061
C -4.5624 1.6310 -2.9295
C -5.4462 2.8081 -3.3548
C -5.9580 2.8186 -4.7282
O -6.7790 2.4644 -3.5267
H 0.4365 0.9379 0.5662
H 1.8038 1.6442 -0.2644
H 0.4453 2.6663 0.1261
H 0.7343 1.7670 -2.3453
H 0.1126 0.2585 -1.6986
H -2.4924 0.9949 -4.5630
H -0.9948 0.3228 -4.0014
H -0.2050 2.1337 -5.1846
H -0.4562 3.0005 -3.6821
H -0.5977 5.4292 -7.1341
H 0.4527 5.4463 -5.7086
H -0.6375 6.7808 -5.9752
H -3.5795 6.6250 -5.2197
H -3.6797 5.5399 -6.6240
H -4.3302 5.0502 -5.0554
H -1.9805 4.6747 -2.5953
H -0.4931 5.4840 -3.0508
H -2.0261 6.4092 -3.0490
H -1.7088 -0.6954 -1.5215
H -3.1191 -0.7089 -2.4939
H -2.9352 0.1235 0.2318
H -3.8156 2.1846 1.0459
H -4.7285 4.3421 0.5546
H -4.0592 4.2598 -1.0666
H -2.4766 4.4595 1.5398
H -1.7416 4.4084 -0.0578
H -2.1077 6.5674 0.0460
H -4.2707 1.1001 -3.8282
H -5.1914 0.9933 -2.3072
H -5.1899 3.7655 -2.9172
H -5.8133 1.9490 -5.3526
H -6.4832 3.6719 -5.1266
C 0.6074 -2.9930 -2.9318
C -0.8714 -3.0783 -3.2323
O -1.4826 -2.1251 -3.7190
N -1.4977 -4.2270 -2.9327
C -0.9312 -5.4330 -2.3425
H 0.9603 -2.0081 -3.2251
H 0.7949 -3.1428 -1.8675
H 1.1629 -3.7450 -3.4914
H -2.4836 -4.2219 -3.1438
H -1.0772 -6.2770 -3.0189
H -1.4179 -5.6430 -1.3968
H 0.1284 -5.3062 -2.1597
C 1.2097 -6.0148 1.9868
C 0.2304 -4.9579 1.5463
O -0.5629 -5.1437 0.6294
N 0.2629 -3.7781 2.2116
C 1.1545 -3.3830 3.2917
H 1.0710 -6.8957 1.3666
H 2.2344 -5.6572 1.8919
H 1.0331 -6.2815 3.0295
H -0.4239 -3.1148 1.8917
H 0.5796 -3.1412 4.1875
H 1.7295 -2.5023 3.0038
H 1.8558 -4.1786 3.5224
C 6.1762 -5.8505 4.2097
C 4.7007 -6.0157 3.9492
O 4.0223 -5.1413 3.4237
N 4.1292 -7.1924 4.3187
C 4.7605 -8.3366 4.9476
H 6.4861 -4.8672 3.8784
H 6.3918 -5.9318 5.2748
H 6.7369 -6.6147 3.6670
H 3.1434 -7.2474 4.1191
H 4.6602 -9.2235 4.3199
H 4.2994 -8.5466 5.9138
H 5.8154 -8.1431 5.1047
C -2.4440 1.4037 3.6134
C -1.0424 1.9713 3.5114
O -0.1655 1.4110 2.8713
N -0.7955 3.1284 4.1697
C -1.7034 3.9212 4.9809
H -2.4793 0.4803 3.0413
H -2.7052 1.1809 4.6473
H -3.1845 2.1060 3.2230
H 0.1550 3.4511 4.0716
H -1.8016 4.9277 4.5723
H -1.3303 4.0017 6.0018
H -2.6861 3.4629 5.0113
C 5.8680 -0.9302 3.8279
C 6.8686 -1.9355 4.3495
O 6.5124 -2.9875 4.8555
N 8.1863 -1.6293 4.2325
C 8.7856 -0.4393 3.6609
H 4.8743 -1.3331 3.9960
H 5.9623 0.0222 4.3508
H 6.0066 -0.7607 2.7595
H 8.7996 -2.3392 4.6010
H 9.4309 -0.6999 2.8208
H 9.3877 0.0826 4.4060
H 8.0156 0.2371 3.3061
```

The multiplicity is 1. As for the electronic energy: -70419.434 eV. As for the charge: +1.

=====

Record 5
C24H50Cl3IrN4O3Si4 | ωB97M-V/def2-TZVPD

XYZ file:
```
89
Properties=species:S:1:pos:R:3
Ir -0.6050 -1.5657 0.6009
N -2.5327 -0.6707 0.3579
C -3.6383 -1.4992 -0.1645
C -3.8136 -2.7443 0.6923
C -2.6741 -3.7664 0.4730
O -2.9317 -4.7514 -0.2170
O -1.5617 -3.5059 1.0481
H -2.7639 -0.4068 1.3122
H -2.4765 0.1982 -0.1632
H -3.4023 -1.7881 -1.1900
H -4.5594 -0.9053 -0.1804
H -4.7570 -3.2218 0.4305
H -3.8446 -2.4508 1.7468
Cl 2.7294 -4.6251 6.3668
C 2.2790 -3.9492 4.8182
C 1.2342 -3.0508 4.7380
C 0.8769 -2.5205 3.5118
Cl -0.4058 -1.3359 3.5311
C 1.5215 -2.8585 2.2911
O 1.2520 -2.4110 1.1183
C 2.6034 -3.7667 2.4679
Cl 3.5137 -4.2185 1.0545
C 2.9790 -4.3052 3.6796
H 0.6959 -2.7516 5.6263
H 3.8077 -4.9972 3.7305
C 0.5336 0.1580 0.2763
H 1.0484 0.0822 -0.6963
H 1.3605 0.0872 1.0042
C 0.4021 -4.4546 -1.2947
N 0.8291 -3.5782 -2.3835
C 2.2619 -3.5632 -2.6159
C 0.0865 -2.4586 -2.6432
N -0.7255 -1.9657 -1.7682
N 0.3044 -1.9068 -3.9039
C -0.2458 -0.6074 -4.1936
C 0.4022 -2.7839 -5.0555
H 0.8523 -5.4360 -1.4642
H -0.6803 -4.5540 -1.2952
H 0.7159 -4.0797 -0.3222
H 2.7944 -3.3594 -1.6805
H 2.5244 -2.7964 -3.3415
H 2.5904 -4.5358 -2.9921
H -1.3461 -1.2866 -2.1973
H -1.3213 -0.6368 -4.4263
H 0.2724 -0.1911 -5.0594
H -0.0884 0.0650 -3.3539
H 0.5702 -3.8046 -4.7244
H 1.2279 -2.4815 -5.7063
H -0.5229 -2.7591 -5.6456
C -1.4106 2.2528 3.6159
Si 0.1496 2.7185 2.6603
C 0.3230 4.5924 2.8226
C 1.6107 1.9390 3.5561
Si 0.1174 1.9923 0.4333
Si 1.8607 3.0450 -0.7418
C 1.9921 4.9285 -0.8303
C 1.7796 2.4607 -2.5406
C 3.5020 2.4316 -0.0425
Si -1.8082 2.9003 -0.5286
C -1.7236 4.7447 -0.9326
C -2.1424 2.0419 -2.1865
C -3.3623 2.7752 0.5550
H -1.2779 2.4987 4.6740
H -1.6174 1.1841 3.5486
H -2.2869 2.7951 3.2535
H 0.3040 4.8659 3.8820
H -0.4879 5.1282 2.3224
H 1.2706 4.9459 2.4079
H 1.6898 2.3232 4.5771
H 2.5534 2.1424 3.0420
H 1.4908 0.8564 3.6092
H 1.1193 5.3919 -1.2931
H 2.8630 5.1771 -1.4455
H 2.1414 5.3903 0.1485
H 0.9914 2.9666 -3.1048
H 1.5951 1.3863 -2.5846
H 2.7312 2.6529 -3.0456
H 3.6674 2.7960 0.9746
H 4.3380 2.7686 -0.6621
H 3.5175 1.3397 -0.0089
H -0.9805 4.9746 -1.6966
H -1.5097 5.3517 -0.0497
H -2.7025 5.0517 -1.3176
H -1.5509 2.5060 -2.9810
H -3.1966 2.1037 -2.4711
H -1.8520 0.9896 -2.1648
H -3.4044 3.6227 1.2441
H -3.4042 1.8748 1.1693
H -4.2626 2.8086 -0.0656
```

The multiplicity is 2. As for the electronic energy: -109724.070 eV. As for the charge: -1. As for the expectation value of S²: 0.75.

=====

Record 6
C18H32N3OPSiZr | ωB97M-V/def2-TZVPD

XYZ file:
```
57
Properties=species:S:1:pos:R:3
Zr -0.3466 0.3726 0.6091
Si 1.7212 0.6344 -1.2425
P -0.1379 0.7654 -2.6207
N -0.6960 -1.4942 -0.0059
H -0.5978 2.2054 1.6249
C -1.9455 0.6944 -2.4939
H -2.3852 0.7836 -3.4947
H -2.3082 1.5154 -1.8702
H -2.2490 -0.2480 -2.0255
C 0.1296 2.3221 -3.5266
H -0.4616 2.2924 -4.4541
H 1.1917 2.4512 -3.7763
H -0.2022 3.1741 -2.9143
C 0.1703 -0.5928 -3.7960
H -0.3164 -0.3391 -4.7504
H -0.2608 -1.5234 -3.3985
H 1.2470 -0.7359 -3.9508
C 2.6647 2.2185 -0.9091
H 2.6429 2.4459 0.1644
H 2.2278 3.0434 -1.4825
H 3.7135 2.0826 -1.2120
H 1.4922 -0.0433 0.1318
H 2.6812 -0.2530 -1.9605
C -0.6930 -2.7682 -0.4357
C -1.7676 -4.9714 -0.4718
C -1.8420 -3.6081 -0.2323
C 0.4528 -3.3587 -1.0797
C 0.5055 -4.7270 -1.3023
C -0.5948 -5.5414 -0.9892
H -2.6365 -5.5987 -0.2675
H -2.7510 -3.1306 0.1425
H 1.2917 -2.6983 -1.3403
H 1.4085 -5.1692 -1.7303
H -0.5393 -6.6166 -1.1541
C -1.4445 2.7115 0.9105
O -1.8116 1.6054 0.0696
C -2.7187 3.1627 1.6318
H -2.6075 4.1460 2.1033
H -3.0398 2.4460 2.3954
H -3.5100 3.2470 0.8721
C -0.8811 3.8885 0.1022
H -1.4316 3.9733 -0.8467
H 0.1964 3.8177 -0.1012
H -1.0341 4.8309 0.6433
N -0.0522 -2.2145 2.9248
C 0.7271 -1.1913 3.3410
C 1.5501 -1.3383 4.4767
C 2.3614 -0.2902 4.8812
C 2.3478 0.8907 4.1262
C 1.5079 0.9992 3.0222
N 0.6918 -0.0218 2.6212
H -0.5714 -2.1515 2.0509
H -0.0424 -3.0950 3.4251
H 1.5246 -2.2864 5.0149
H 3.0134 -0.3691 5.7495
H 2.9654 1.7435 4.3890
H 1.4499 1.9120 2.4122
```

The multiplicity is 1. As for the electronic energy: -44147.294 eV.

=====

Record 7
C9H16ClNO | ωB97M-V/def2-TZVPD

XYZ file:
```
28
Properties=species:S:1:pos:R:3
C 1.4217 2.4701 -2.9733
C 0.5784 2.9767 -1.8170
Cl 1.0216 4.5926 -1.3893
C 0.7618 2.0056 -0.3900
N 0.2540 0.8305 -0.4589
O -0.2347 0.3490 -1.4605
C 0.1424 -0.0485 0.7285
C -1.4083 -0.2307 0.8937
C -1.8015 -1.4226 1.8234
C -1.0595 -2.7573 1.4371
C 0.4252 -2.4306 1.3940
C 0.7683 -1.3609 0.3479
H 1.0109 1.4062 -3.1935
H 1.2539 3.0711 -3.8803
H 2.3924 2.3646 -2.7744
H -0.4433 2.9550 -1.9304
H 1.2175 2.4558 0.3770
H 0.7436 0.3088 1.6125
H -1.9480 -0.3380 -0.0955
H -1.8047 0.6525 1.3289
H -2.8606 -1.5549 1.8387
H -1.5427 -1.1659 2.7841
H -1.3672 -3.5965 2.2106
H -1.4270 -3.2167 0.3695
H 0.8054 -2.1182 2.3741
H 0.9088 -3.3366 1.1056
H 1.8910 -1.3608 0.3322
H 0.3004 -1.5004 -0.5948
```

The structure (SMILES) is C[C@H](Cl)/C=[N+](\[O-])C1CCCCC1. The multiplicity is 1. As for the electronic energy: -25649.031 eV.

=====

Record 8
C22H61InN4O16PS5 | ωB97M-V/def2-TZVPD

XYZ file:
```
110
Properties=species:S:1:pos:R:3
C -6.0972 0.2026 -3.7336
C -6.1594 1.2277 -4.8549
O -6.9404 1.0341 -5.7873
N -5.3221 2.3128 -4.7880
C -4.5407 2.4782 -6.0179
In -4.1657 2.6659 -2.9778
C -2.3049 1.4498 -2.9736
C -1.0270 2.2330 -2.6563
N -1.1170 2.8313 -1.3085
N 0.1910 1.3881 -2.6352
N -0.7795 3.2491 -3.6861
P -3.5542 5.1322 -2.7652
C -5.0294 6.0131 -2.0483
C -3.3603 5.9179 -4.4449
H -5.0616 -0.0873 -3.5327
H -6.4994 0.6192 -2.8037
H -6.6825 -0.6713 -4.0241
H -3.4714 2.2713 -5.8584
H -4.6146 3.5000 -6.4182
H -4.9009 1.8064 -6.8032
H -5.1411 2.2990 -1.5600
H -2.1700 0.8621 -3.8920
H -2.4449 0.7195 -2.1633
H -1.3680 3.8117 -1.4008
H -1.8956 2.4252 -0.7984
H 0.0526 0.6537 -1.9457
H 0.2964 0.9408 -3.5422
H -1.5768 3.3086 -4.3072
H -0.6454 4.1679 -3.2814
H -4.7123 6.6747 -1.2367
H -5.7235 5.2752 -1.6320
H -5.5710 6.6075 -2.7908
H -3.2714 5.1549 -5.2243
H -4.2224 6.5418 -4.7018
H -2.4644 6.5455 -4.4813
O 1.7266 -1.3730 -4.0809
S 3.1255 -1.3345 -3.7813
O 4.0704 -1.8167 -4.7474
O 3.3865 -2.0592 -2.3979
C 2.8733 -3.4168 -2.2380
C 3.7786 -4.4398 -2.8861
C 3.5276 0.3071 -3.2982
H 1.8579 -3.4542 -2.6320
H 2.8220 -3.5586 -1.1635
H 3.7792 -4.3495 -3.9713
H 3.4273 -5.4367 -2.6172
H 4.8046 -4.3285 -2.5321
H 2.8114 0.6359 -2.5473
H 3.4262 0.9149 -4.1950
H 4.5491 0.3410 -2.9305
O -2.9382 2.9539 1.1835
S -2.5329 3.0396 2.5496
O -3.1316 2.1840 3.5298
O -2.6788 4.5557 3.0134
C -3.9312 5.2098 2.6742
C -5.0603 4.8162 3.6002
C -0.7834 2.9251 2.6475
H -4.1639 4.9909 1.6318
H -3.6988 6.2697 2.7538
H -5.3390 3.7727 3.4649
H -5.9295 5.4391 3.3857
H -4.7704 4.9604 4.6415
H -0.3539 3.6020 1.9140
H -0.5327 1.8949 2.4025
H -0.4719 3.1693 3.6587
O -1.1166 -4.3066 0.8503
S 0.2358 -4.1071 1.2711
O 1.2923 -4.5574 0.4142
O 0.4146 -4.7859 2.7090
C -0.0673 -6.1474 2.8372
C 0.8910 -7.1616 2.2529
C 0.5065 -2.4495 1.7617
H -1.0560 -6.2086 2.3821
H -0.1818 -6.2851 3.9118
H 0.9495 -7.0734 1.1699
H 0.5461 -8.1657 2.5037
H 1.8923 -7.0204 2.6596
H -0.2842 -2.1709 2.4545
H 0.4735 -1.8399 0.8604
H 1.4854 -2.3817 2.2304
O 1.2842 -1.4334 5.5753
S -0.0375 -1.9667 5.7281
O -1.0053 -1.7103 4.7050
O -0.6103 -1.5202 7.1354
C -0.5606 -0.1009 7.4507
C -1.6706 0.6734 6.7776
C 0.0384 -3.6944 6.0264
H 0.4270 0.2764 7.1844
H -0.6536 -0.0751 8.5342
H -1.5393 0.6990 5.6985
H -1.6730 1.6969 7.1550
H -2.6390 0.2202 6.9860
H 0.7519 -3.8826 6.8235
H 0.3690 -4.1401 5.0890
H -0.9566 -4.0438 6.2886
O 6.0632 -2.7573 0.1847
S 7.0933 -2.4935 -0.7758
O 7.7184 -3.6012 -1.4332
O 8.2062 -1.5887 -0.0856
C 8.7014 -2.0300 1.2030
C 9.7095 -3.1516 1.0845
C 6.5448 -1.3306 -1.9646
H 7.8500 -2.3106 1.8235
H 9.1502 -1.1346 1.6281
H 9.2448 -4.0681 0.7261
H 10.1492 -3.3419 2.0645
H 10.5036 -2.8788 0.3896
H 6.1140 -0.4832 -1.4381
H 5.7907 -1.8391 -2.5618
H 7.3884 -1.0290 -2.5796
```

The multiplicity is 1. As for the electronic energy: -131161.755 eV. As for the charge: -1.